(1)
Density functional theory data (ωB97M-V/def2-TZVPD) for a single C2H5N3S2 molecule.

The geometry in XYZ format:
```
12
Properties=species:S:1:pos:R:3:forces:R:3
N 1.9270 0.3269 0.1684 -4.49 -1.06 -2.33
N 0.3429 -0.4134 0.3310 6.21 0.12 0.71
N 0.2109 -1.4502 -0.5542 -3.20 0.08 0.40
C -1.0851 -1.6752 -0.6177 1.80 -0.22 -0.85
S -2.1565 -0.5375 0.1469 0.68 0.20 0.60
C -0.6744 0.4761 0.5458 -1.43 1.31 -2.48
S -0.7924 2.1173 -0.5120 -0.07 -0.58 -0.26
H 1.9060 -0.0097 -0.8397 0.90 0.83 1.48
H 2.6309 -0.2026 0.6629 -0.47 -0.96 0.38
H -1.4936 -2.5175 -1.1699 0.20 0.21 0.06
H -0.5998 0.9495 1.4585 -0.24 0.26 2.24
H -0.2159 2.9363 0.3801 0.10 -0.19 0.05
```
Positions in Å, forces in eV/Å.

Orbital gap = 8.63 eV
Relative energy (zero: lowest compared OMol25 entry of this formula, charge and spin) = 441.4 kJ/mol
SMILES string = NN1N=CS[C@@H]1S
Net charge = 0
E_HOMO = -8.199 eV


(2)
Density functional theory data (ωB97M-V/def2-TZVPD) for a single C13H13N3O2 molecule.

The geometry in XYZ format:
```
31
Properties=species:S:1:pos:R:3:forces:R:3
C -3.1957 1.5172 -0.3590 0.61 -0.40 0.73
O -2.1964 1.0994 -1.3201 0.34 0.35 -0.29
N -0.9233 0.7638 -0.8156 -1.09 1.17 0.51
C -0.4019 -0.5041 -0.9750 -0.85 0.00 -0.75
C 0.6291 -0.6267 -0.1363 1.50 -0.26 1.24
C 0.7370 0.5818 0.6220 0.18 -1.27 -1.14
C 1.6610 0.9564 1.6162 -0.05 -1.85 -0.48
N 2.6057 0.2480 2.1478 1.82 0.84 0.71
O 3.2374 1.1337 3.0612 -3.37 0.44 -0.72
N 2.4225 2.3056 3.1557 2.45 -0.55 0.56
C 1.5367 2.1916 2.2240 0.88 0.02 0.59
C 0.5913 3.0981 1.7774 -3.13 1.11 -2.04
C -0.3003 2.7820 0.7208 1.43 0.87 2.46
C -0.2117 1.4754 0.1650 -0.66 -0.81 -0.46
C 1.4355 -1.8871 0.0192 0.59 0.43 -0.19
C 1.2543 -2.8255 -1.1865 -0.66 1.04 -0.04
C -0.2373 -2.9393 -1.5487 0.30 0.17 0.55
C -0.8810 -1.5900 -1.8864 -0.18 0.50 -0.60
H -4.1404 1.6321 -0.8858 0.27 -0.05 -0.41
H -2.9471 2.4796 0.1184 0.02 -0.44 -0.22
H -3.3506 0.7444 0.4106 0.24 0.23 -0.14
H 0.5073 4.0416 2.2829 -0.06 0.33 -0.05
H -1.0376 3.5457 0.4892 0.14 -0.34 -0.35
H 2.5104 -1.6582 0.1920 -0.65 -0.08 -0.17
H 1.0894 -2.3548 0.9401 0.04 -0.34 0.08
H 1.7802 -2.4335 -2.0637 0.16 0.01 0.17
H 1.6733 -3.7750 -0.9260 0.19 -0.72 -0.07
H -0.7437 -3.4058 -0.7017 -0.17 0.11 0.09
H -0.3980 -3.5929 -2.3880 0.08 -0.38 -0.38
H -1.9496 -1.6519 -1.7804 -0.66 -0.20 0.08
H -0.7565 -1.3511 -2.9692 0.29 0.07 0.72
```
Positions in Å, forces in eV/Å.

Orbital gap = 7.58 eV
Relative energy (zero: lowest compared OMol25 entry of this formula, charge and spin) = 474.4 kJ/mol
SMILES string = COn1c2c(c3c4nonc4ccc31)CCCC2
Net charge = 0
E_HOMO = -8.055 eV


(3)
Density functional theory data (ωB97M-V/def2-TZVPD) for C26H23IIrN2OS4 as an isolated structure.

The geometry in XYZ format:
```
58
Properties=species:S:1:pos:R:3:forces:R:3
Ir -0.3886 -1.7948 -1.0281 -1.01 0.01 0.35
S 1.8729 -5.4808 0.1609 0.02 -0.06 0.14
C 0.9865 -4.1565 -0.1098 0.36 -0.39 0.21
S -0.7215 -4.0282 -0.3790 -0.23 0.25 -0.27
S 1.6215 -2.5453 -0.2890 -0.09 0.21 -0.05
N -0.1024 0.2872 -1.3200 0.13 -0.09 -0.03
S 0.7858 1.0049 -0.1863 0.11 0.17 -0.06
C -0.2500 2.2086 0.6044 -0.05 -0.03 0.10
C -0.7972 3.2626 -0.1192 -0.02 0.02 0.05
C -1.6816 4.1177 0.5158 0.00 -0.02 -0.01
C -2.0068 3.9174 1.8546 0.02 0.01 -0.02
C -1.4466 2.8678 2.5669 0.00 -0.02 -0.01
C -0.5595 2.0008 1.9407 -0.03 0.00 0.01
C 1.9390 2.0798 -1.0370 -0.06 0.06 -0.07
C 2.6188 3.0459 -0.3048 0.00 -0.04 0.02
C 3.5473 3.8429 -0.9519 0.02 -0.01 -0.01
C 3.7944 3.6661 -2.3092 -0.01 0.00 0.00
C 3.1153 2.6912 -3.0226 0.00 -0.02 0.01
C 2.1816 1.8831 -2.3849 0.02 0.04 0.03
H -0.8298 0.8920 -1.6874 0.09 0.10 -0.10
H -0.5258 3.4214 -1.1566 0.02 0.00 0.01
H -2.1140 4.9447 -0.0311 0.00 0.00 0.01
H -2.6952 4.5929 2.3450 0.00 -0.01 -0.01
H -1.6977 2.7199 3.6088 0.01 0.01 0.00
H -0.1165 1.1727 2.4817 -0.01 0.00 -0.01
H 2.4244 3.1794 0.7529 -0.01 0.02 -0.02
H 4.0791 4.6042 -0.3974 0.00 -0.01 0.00
H 4.5233 4.2896 -2.8094 -0.01 0.01 0.01
H 3.3082 2.5521 -4.0782 0.00 -0.01 0.01
H 1.6499 1.1109 -2.9235 0.00 0.01 -0.02
I 1.2506 0.2630 -6.2083 0.00 0.06 -0.05
C 1.0671 -1.3714 -4.9444 -0.09 -0.02 -0.02
C 1.6986 -2.5759 -5.2185 0.06 -0.02 -0.05
C 1.5187 -3.6235 -4.3375 -0.13 -0.04 -0.05
C 0.7652 -3.4347 -3.1940 -0.12 0.12 -0.19
N 0.1797 -2.2561 -2.9121 0.76 0.06 -0.29
C 0.3121 -1.2494 -3.7983 -0.16 -0.24 -0.10
H 2.3095 -2.6936 -6.1035 -0.01 0.01 0.00
H 1.9609 -4.5910 -4.5268 0.02 0.01 0.05
H 0.6014 -4.2360 -2.4938 0.05 -0.02 0.04
H -0.2132 -0.3363 -3.5746 0.11 0.05 0.06
C -3.2926 -1.4931 0.9760 0.05 -0.13 -0.02
C -1.9336 -1.4129 1.5952 -0.29 -0.05 -0.01
O -0.9304 -1.2487 0.8941 0.46 -0.15 0.39
C -1.7633 -1.5011 3.0496 0.03 0.20 -0.05
C -0.4777 -1.7001 3.5600 0.03 -0.01 0.01
C -0.2853 -1.7852 4.9264 -0.02 0.01 0.00
C -1.3706 -1.6562 5.7868 0.01 0.00 -0.02
C -2.6511 -1.4615 5.2842 0.01 -0.01 0.02
C -2.8506 -1.3894 3.9167 -0.04 -0.01 0.02
H -3.2056 -1.5744 -0.1061 -0.01 -0.01 0.00
H -3.8506 -0.5850 1.2169 0.01 0.00 0.01
H -3.8510 -2.3445 1.3636 0.00 0.01 -0.01
H 0.3521 -1.8053 2.8724 0.00 -0.02 0.01
H 0.7055 -1.9609 5.3227 0.00 0.02 0.01
H -1.2179 -1.7131 6.8567 0.00 -0.02 -0.01
H -3.4918 -1.3757 5.9589 0.01 0.02 0.00
H -3.8508 -1.2379 3.5317 0.01 -0.01 0.00
```
Positions in Å, forces in eV/Å.

Orbital gap = 6.77 eV
Relative energy (zero: lowest compared OMol25 entry of this formula, charge and spin) = 0.0 kJ/mol
Net charge = +1
E_HOMO = -10.363 eV


(4)
Density functional theory data (ωB97M-V/def2-TZVPD) for C47H54BCl2F4N2OTl as an isolated structure.

The geometry in XYZ format:
```
112
Properties=species:S:1:pos:R:3:forces:R:3
Tl -1.4371 -0.9289 0.3408 -0.06 -0.12 -0.04
Cl -3.8804 -3.7310 3.2592 0.01 -0.01 0.05
C -4.1209 -3.4251 1.5249 0.02 -0.02 -0.01
Cl -3.1490 -4.5362 0.5378 -0.01 -0.06 -0.01
H -3.8171 -2.4086 1.2995 -0.02 -0.07 0.02
H -5.1653 -3.5894 1.2974 -0.02 0.08 -0.02
C -3.8676 0.2960 -3.9032 0.00 0.01 -0.01
C -2.9602 -0.5941 -3.0533 0.05 0.00 0.00
C -3.6037 -1.9611 -2.8197 -0.01 -0.02 0.00
C -1.5703 -0.7290 -3.6449 0.02 0.06 0.04
C -1.4272 -1.2094 -4.9408 0.04 0.02 -0.04
C -0.1814 -1.3311 -5.5400 -0.03 -0.01 0.04
C 0.9481 -0.9989 -4.8070 0.03 -0.01 -0.02
C 0.8500 -0.5351 -3.5015 0.13 0.01 -0.01
C 2.1148 -0.2580 -2.7047 0.00 0.03 0.03
C 2.9271 0.9108 -3.2668 0.00 -0.02 -0.02
C 2.9962 -1.5064 -2.6171 0.01 -0.04 -0.04
C -0.4198 -0.3571 -2.9080 -0.01 -0.17 -0.07
N -0.5290 0.1252 -1.6094 -0.16 0.15 0.05
C -0.2521 1.4469 -1.3777 -0.06 0.06 -0.08
C -0.2653 1.9697 -0.0962 -0.03 -0.02 0.06
N -0.5617 1.1776 0.9868 -0.01 0.11 0.05
C -0.4533 1.7379 2.2577 0.02 0.00 0.12
C -1.6102 1.9715 3.0391 -0.04 -0.01 -0.06
C -1.4849 2.5596 4.2914 0.02 0.03 0.02
C -0.2504 2.9355 4.7997 -0.01 -0.01 0.01
C 0.8882 2.6729 4.0535 0.02 0.01 0.02
C 0.8102 2.0621 2.8086 0.01 -0.03 -0.04
C 2.0910 1.7013 2.0767 -0.01 -0.01 -0.04
C 2.8689 2.9260 1.5921 0.01 0.02 -0.01
C 2.9967 0.8306 2.9534 0.02 -0.02 0.02
C -2.9884 1.6049 2.5238 0.02 0.01 -0.04
C -3.5628 0.4085 3.2836 0.02 -0.01 0.03
C -3.9613 2.7841 2.5535 0.00 0.01 0.01
C -0.1736 3.4370 -0.1796 0.02 -0.02 -0.10
C -0.2235 4.4890 0.7002 0.00 0.04 0.03
C -0.1297 5.8190 0.1933 0.00 0.01 0.03
C -0.0142 6.1027 -1.1402 0.00 -0.02 -0.02
C -0.0005 5.0280 -2.0815 -0.02 0.06 -0.03
C 0.0110 5.1410 -3.5051 0.01 0.01 0.01
C -0.0804 4.0085 -4.2675 0.00 -0.02 -0.01
C -0.1733 2.7008 -3.7049 0.01 0.02 -0.04
C -0.1479 2.5622 -2.3407 0.04 -0.01 0.10
C -0.0693 3.7537 -1.5651 -0.02 -0.05 0.02
H -4.8313 0.4234 -3.4060 0.00 -0.01 0.00
H -4.0496 -0.1438 -4.8892 -0.01 0.01 0.01
H -3.4208 1.2821 -4.0487 0.01 0.00 0.00
H -2.8530 -0.1045 -2.0866 0.00 0.01 0.05
H -3.7724 -2.4759 -3.7724 0.01 0.00 0.00
H -4.5599 -1.8494 -2.3065 0.01 -0.02 -0.01
H -2.9608 -2.5962 -2.2054 -0.01 0.01 0.01
H -2.3173 -1.4796 -5.5003 0.01 0.00 0.00
H -0.0914 -1.6945 -6.5575 0.00 0.00 0.00
H 1.9299 -1.1124 -5.2580 0.00 0.00 0.00
H 1.7942 0.0054 -1.6933 0.02 0.00 -0.08
H 3.2368 0.7058 -4.2970 0.01 0.00 0.00
H 3.8308 1.0704 -2.6710 0.00 0.00 0.01
H 2.3495 1.8338 -3.2646 -0.02 0.01 0.00
H 3.3990 -1.7737 -3.5984 -0.01 -0.01 0.00
H 2.4355 -2.3645 -2.2406 0.01 0.02 0.01
H 3.8464 -1.3305 -1.9500 -0.01 0.00 -0.03
H -2.3809 2.7448 4.8752 0.01 0.00 0.00
H -0.1752 3.4102 5.7715 0.00 0.00 0.00
H 1.8625 2.9366 4.4554 -0.01 0.00 0.00
H 1.7949 1.1215 1.2000 0.02 0.03 0.01
H 3.1532 3.5620 2.4372 0.00 0.00 0.00
H 2.2780 3.5259 0.9011 0.01 -0.01 0.01
H 3.7867 2.6183 1.0815 0.00 0.00 0.00
H 3.4119 1.4098 3.7839 0.00 -0.01 -0.01
H 3.8366 0.4386 2.3714 -0.01 0.00 -0.01
H 2.4518 -0.0126 3.3814 -0.02 -0.02 -0.03
H -2.8755 1.3169 1.4789 0.00 -0.01 0.00
H -3.7228 0.6644 4.3373 0.00 -0.01 -0.01
H -2.8799 -0.4446 3.2511 -0.01 0.01 -0.01
H -4.5142 0.0967 2.8505 -0.02 -0.01 -0.01
H -4.1834 3.0961 3.5793 -0.01 0.00 -0.01
H -4.8990 2.4980 2.0729 -0.01 -0.01 0.01
H -3.5493 3.6434 2.0193 0.00 -0.01 0.00
H -0.3297 4.3392 1.7673 0.00 0.00 0.00
H -0.1595 6.6375 0.9052 0.00 -0.01 0.00
H 0.0406 7.1297 -1.4854 0.00 0.00 0.00
H 0.0654 6.1188 -3.9721 0.00 0.00 0.00
H -0.0912 4.0999 -5.3487 0.00 0.00 0.00
H -0.2603 1.8477 -4.3661 0.00 0.01 0.00
C 6.3917 -4.2904 0.9177 -0.01 -0.01 0.01
C 4.9507 -4.1588 1.3319 0.02 0.01 -0.01
C 4.1856 -3.0847 0.9073 -0.04 0.03 -0.02
C 2.8413 -2.9488 1.2485 0.07 -0.06 0.00
C 2.0815 -1.7753 0.7013 0.08 0.07 -0.05
C 2.2623 -3.9396 2.0613 -0.02 -0.07 0.07
C 0.8471 -3.8282 2.5013 0.65 -0.64 -0.06
O 0.1715 -2.8555 2.3606 -0.67 0.78 0.08
C 3.0200 -5.0400 2.4979 0.07 0.08 -0.06
C 2.4446 -6.1289 3.3718 -0.03 -0.02 0.01
C 4.3537 -5.1301 2.1285 -0.02 0.02 -0.01
H 6.7847 -3.3403 0.5571 0.00 0.00 0.00
H 6.4980 -5.0212 0.1125 -0.01 0.00 0.00
H 7.0124 -4.6267 1.7498 0.00 0.00 0.00
H 4.6367 -2.3218 0.2817 0.00 -0.01 0.00
H 2.7490 -1.1320 0.1252 -0.05 -0.06 0.05
H 1.6054 -1.1831 1.4774 0.01 0.01 0.05
H 1.2744 -2.1032 0.0418 0.03 0.00 0.01
H 0.4229 -4.7194 2.9893 -0.04 -0.14 0.08
H 1.5996 -6.6304 2.8981 0.00 0.00 0.00
H 2.0962 -5.7438 4.3314 0.00 0.01 -0.01
H 3.2089 -6.8796 3.5712 0.00 -0.01 0.01
H 4.9415 -5.9752 2.4725 0.01 -0.01 0.00
F -4.5830 -0.7250 0.2399 -0.13 0.15 -0.08
B -6.0068 -0.6689 0.1887 0.10 -0.10 0.00
F -6.4271 0.6619 0.1100 0.01 -0.01 0.02
F -6.5112 -1.2754 1.3607 0.00 -0.01 0.02
F -6.4488 -1.3938 -0.9361 -0.02 0.04 0.03
```
Positions in Å, forces in eV/Å.

Orbital gap = 4.00 eV
Relative energy (zero: lowest compared OMol25 entry of this formula, charge and spin) = 0.4 kJ/mol
Net charge = -2
E_HOMO = -0.441 eV


(5)
Density functional theory data (ωB97M-V/def2-TZVPD) for C37H28Br2F6HfN2O7P2S2 as an isolated structure.

The geometry in XYZ format:
```
87
Properties=species:S:1:pos:R:3:forces:R:3
Hf 0.7357 1.1213 0.9902 -0.38 -1.68 0.61
F 6.3374 2.0574 0.0168 -0.07 -0.07 -0.10
C 5.1569 1.4879 -0.0831 0.29 0.05 0.16
F 5.2665 0.1661 -0.0464 0.04 0.03 0.02
F 4.5629 1.8452 -1.2121 -0.12 0.03 -0.04
S 4.1334 2.0084 1.3713 -0.40 -0.05 -0.25
O 2.9553 1.1070 1.2719 0.62 0.06 0.09
O 4.9294 1.9418 2.5325 -0.06 0.05 -0.07
N 3.6619 3.4935 0.9378 0.00 -0.28 0.01
S 2.1248 3.5954 0.8799 -0.23 0.01 0.05
O 1.4723 2.7676 -0.2124 0.29 0.69 -0.06
O 1.4348 3.2239 2.1134 0.18 0.27 -0.39
C 1.7761 5.3794 0.4304 0.16 0.04 0.00
F 1.7732 5.4838 -0.8818 0.04 -0.02 0.01
F 0.5809 5.6554 0.9165 -0.02 -0.04 -0.02
F 2.6955 6.1377 0.9683 -0.08 0.00 0.00
O -1.0426 0.0251 0.4924 0.22 0.53 -0.83
P -1.5860 -1.1277 -0.3509 0.12 -0.09 0.12
C -0.4888 -2.5549 -0.1292 -0.08 -0.14 -0.01
P 1.2521 -2.0724 -0.2170 -0.05 0.18 0.17
O 1.4178 -0.8488 0.6873 0.28 0.14 -0.55
C 1.6662 -1.6511 -1.8941 -0.02 -0.03 -0.17
C 2.2795 -0.4383 -2.1876 0.11 0.16 0.08
C 2.6383 -0.1359 -3.4928 -0.02 -0.03 -0.02
C 2.3784 -1.0465 -4.5060 -0.02 -0.02 0.02
C 1.7738 -2.2662 -4.2169 0.02 0.04 -0.01
C 1.4285 -2.5758 -2.9132 -0.05 0.06 -0.03
C 2.2585 -3.4218 0.3030 0.01 -0.13 0.20
C 3.5684 -3.1353 0.6971 -0.02 -0.03 0.00
C 4.4105 -4.1725 1.0549 -0.03 -0.01 -0.01
C 3.9526 -5.4846 1.0124 0.04 -0.02 0.02
C 2.6527 -5.7701 0.6217 -0.03 0.05 0.00
C 1.7975 -4.7373 0.2691 0.06 -0.02 0.01
C -1.6370 -0.7501 -2.0895 -0.10 -0.02 -0.16
C -0.9997 0.3594 -2.6306 0.14 0.11 0.05
C -1.0542 0.6027 -3.9943 -0.01 -0.06 0.00
C -1.7503 -0.2675 -4.8210 -0.01 -0.02 0.01
C -2.3941 -1.3788 -4.2883 0.03 0.04 -0.01
C -2.3433 -1.6192 -2.9265 0.01 0.03 0.00
C -3.2115 -1.5651 0.1815 -0.10 -0.06 0.18
C -4.0690 -0.5184 0.5309 -0.04 -0.05 0.00
C -5.3724 -0.8003 0.8998 0.03 -0.02 -0.01
C -5.8185 -2.1165 0.9178 -0.05 0.01 0.02
C -4.9673 -3.1573 0.5766 0.05 0.02 -0.01
C -3.6576 -2.8856 0.2105 -0.06 0.02 0.02
H -0.7237 -3.3280 -0.8635 -0.01 -0.01 0.00
H -0.6561 -2.9462 0.8799 0.00 -0.04 -0.02
H 2.5248 0.2712 -1.4011 -0.06 -0.09 -0.01
H 3.1283 0.8027 -3.7152 0.00 0.00 0.00
H 2.6613 -0.8147 -5.5241 0.00 0.00 -0.01
H 1.5877 -2.9797 -5.0079 0.00 0.00 0.00
H 0.9844 -3.5413 -2.6967 0.00 0.00 0.01
H 3.9193 -2.1114 0.7394 -0.02 0.01 -0.01
H 5.4222 -3.9608 1.3715 0.01 0.00 0.00
H 4.6157 -6.2917 1.2933 0.00 0.00 0.00
H 2.3026 -6.7925 0.6008 0.00 -0.01 0.00
H 0.7804 -4.9688 -0.0210 -0.01 0.00 -0.01
H -0.4511 1.0511 -1.9978 -0.05 -0.07 -0.01
H -0.5565 1.4679 -4.4107 0.00 0.01 0.00
H -1.7993 -0.0765 -5.8847 0.00 0.00 0.00
H -2.9454 -2.0490 -4.9333 0.00 0.00 -0.01
H -2.8721 -2.4729 -2.5186 -0.01 0.00 0.02
H -3.7166 0.5062 0.5256 0.03 0.00 -0.01
H -6.0411 0.0030 1.1765 -0.01 0.00 0.00
H -6.8381 -2.3323 1.2074 0.00 0.00 0.00
H -5.3198 -4.1789 0.6026 0.00 -0.01 0.00
H -2.9991 -3.7074 -0.0423 0.02 0.00 -0.01
C -1.6642 3.4188 -0.7118 0.00 -0.01 0.00
C -1.8418 3.2892 0.7713 -0.10 0.05 -0.13
C -2.8748 4.0256 1.3891 0.05 -0.02 -0.09
C -3.0832 3.9223 2.7293 0.01 -0.05 0.10
C -2.2764 3.0579 3.5048 -0.16 0.16 0.01
C -2.3955 2.9051 4.9109 0.03 -0.04 0.00
Br -3.6987 3.8634 5.8731 -0.01 0.01 -0.02
C -1.5589 2.0678 5.5874 0.04 -0.02 -0.08
C -0.5814 1.3277 4.8909 -0.11 -0.09 0.29
Br 0.5390 0.1794 5.8614 0.00 0.02 -0.08
C -0.4565 1.4247 3.5337 0.27 -0.12 -0.02
O 0.4599 0.6946 2.8419 -0.52 0.60 0.45
C -1.2904 2.3241 2.8264 -0.04 0.18 -0.05
N -1.0685 2.4777 1.4658 -0.07 -0.21 0.59
H -1.8372 4.4493 -1.0198 0.01 0.00 -0.02
H -2.4044 2.8003 -1.2260 0.00 -0.01 0.01
H -0.6739 3.1249 -1.0508 -0.01 0.01 0.03
H -3.4816 4.6797 0.7786 0.00 0.01 0.01
H -3.8613 4.4965 3.2139 0.01 0.01 0.00
H -1.6376 1.9599 6.6596 0.01 -0.01 0.00
```
Positions in Å, forces in eV/Å.

Orbital gap = 7.80 eV
Net charge = +2
E_HOMO = -12.950 eV


(6)
Density functional theory data (ωB97M-V/def2-TZVPD) for a 7-piece molecular cluster, H14O7 overall.

The geometry in XYZ format:
```
21
Properties=species:S:1:pos:R:3:forces:R:3
O 0.5284 0.6778 0.1160 -0.74 2.29 -1.14
H 0.4969 -0.0574 0.6710 0.00 -2.13 1.53
H 1.0583 0.4268 -0.6306 0.73 -0.28 -0.37
O 0.3495 -0.3039 4.0920 0.81 0.56 0.59
H -0.2253 -0.3025 4.8562 -0.22 -0.06 0.04
H -0.0976 -0.7360 3.3712 -0.18 -0.37 -0.21
O -0.7267 1.9669 2.3696 -1.84 0.91 0.44
H -0.0054 1.8447 2.9490 1.20 -0.28 1.30
H -0.4364 1.5578 1.5843 0.51 -0.49 -1.72
O -1.0478 1.3359 -2.6885 2.77 -1.09 -0.62
H -1.8910 1.6708 -2.7274 -3.08 1.23 -0.29
H -0.9065 1.0857 -1.7917 0.19 -0.09 1.44
O 0.9431 0.1603 -4.0584 0.67 1.40 1.00
H 0.9323 -0.6750 -4.4718 -0.37 -1.47 -0.65
H 0.1924 0.2701 -3.4517 -0.17 0.00 -0.73
O -0.6820 -1.5480 1.9090 1.42 -1.28 -1.57
H -1.5627 -1.2876 2.0876 -1.61 0.38 0.03
H -0.7078 -2.2167 1.1798 -0.08 0.80 1.14
O 1.5141 -1.4522 -1.5899 0.11 -0.93 1.59
H 0.5669 -1.4941 -1.4299 0.07 0.13 -0.53
H 1.7072 -0.9236 -2.3456 -0.18 0.76 -1.28
```
Positions in Å, forces in eV/Å.

Orbital gap = 10.52 eV
Relative energy (zero: lowest compared OMol25 entry of this formula, charge and spin) = 179.5 kJ/mol
SMILES string = O.O.O.O.O.O.O
Net charge = 0
E_HOMO = -10.691 eV